[1]
C30H35BCdF6N13O4S2 as an isolated structure. Source: OMol25; level of theory: ωB97M-V/def2-TZVPD.

Computed properties:
- Charge: 0
- Multiplicity: 2
- Total energy: -102455.8927 eV
- Expectation value of S²: 0.754
- LUMO level (alpha / beta): 0.05 / -2.22 eV
- Maximum force: 2.64 eV/A

Atoms and positions in Å:
Cd: 1.01625 0.01074 -0.23469
C: 1.43345 3.68564 -2.46249
C: 1.80415 2.37054 -2.17939
N: 0.82015 1.74944 -1.54039
N: -0.18395 2.63284 -1.40299
C: 0.15615 3.80634 -1.95509
B: -1.52625 2.13544 -0.86529
N: -1.88675 0.89154 -1.68919
C: -1.78515 0.82314 -3.02699
C: -2.40995 -0.32636 -3.45319
C: -2.86935 -0.91636 -2.27859
N: -2.55765 -0.16786 -1.22929
N: -1.39415 1.73114 0.61121
C: -1.99305 2.28284 1.67501
C: -1.68225 1.52564 2.78381
C: -0.86505 0.51154 2.29041
N: -0.70235 0.65064 0.98111
N: -2.65265 3.14864 -1.01909
C: -3.96745 2.82724 -1.03539
C: -4.69115 3.98764 -1.16099
C: -3.71515 4.99204 -1.21019
N: -2.50605 4.47564 -1.12139
H: 2.01475 4.43374 -2.96179
H: 2.71665 1.85964 -2.42429
H: -0.53205 4.62864 -1.93739
H: -1.29825 1.59204 -3.59039
H: -2.51645 -0.67856 -4.45719
H: -3.41695 -1.83036 -2.14999
H: -2.57865 3.17374 1.58391
H: -1.99445 1.68614 3.79371
H: -0.40715 -0.30456 2.81691
H: -4.28405 1.80784 -0.95269
H: -5.75515 4.09694 -1.21379
H: -3.84505 6.05224 -1.31419
C: 2.65565 2.76624 1.11361
N: 2.37725 1.35514 1.07421
C: 3.25175 0.53594 1.53961
C: 3.00305 -0.85626 1.60551
C: 3.82565 -1.88126 2.12421
C: 3.12185 -3.05586 1.97761
C: 1.89935 -2.70166 1.36841
N: 1.81965 -1.39406 1.15071
C: 2.15875 3.44794 2.37711
C: 2.33245 4.82174 2.52061
C: 1.94085 5.46264 3.68211
C: 1.36275 4.74354 4.71481
C: 1.16565 3.38214 4.57021
C: 1.56165 2.74064 3.40921
H: 2.16095 3.24374 0.26131
H: 3.73805 2.95704 1.02841
H: 4.21245 0.89394 1.92851
H: 4.79995 -1.75636 2.55571
H: 3.43015 -4.04256 2.26981
H: 1.08745 -3.35706 1.10751
H: 2.78595 5.39104 1.72251
H: 2.09595 6.52834 3.77321
H: 1.07235 5.24254 5.62791
H: 0.71375 2.80784 5.36661
H: 1.40425 1.67954 3.30031
F: -0.50735 -2.43116 -4.53369
C: -0.03505 -3.14576 -3.52199
F: -1.09065 -3.65906 -2.87119
F: 0.65685 -4.16536 -4.01679
S: 0.98555 -2.09706 -2.33029
O: -0.04765 -1.41316 -1.58989
O: 1.75255 -3.02276 -1.56369
N: 1.80005 -1.21506 -3.32789
S: 3.18435 -0.76326 -2.71549
O: 3.06845 -0.43226 -1.31969
O: 3.87065 0.16174 -3.54839
C: 4.24865 -2.33306 -2.72629
F: 5.41075 -2.09616 -3.33729
F: 4.52075 -2.72956 -1.49069
F: 3.65735 -3.32746 -3.38749
C: -3.44845 -4.69186 0.32911
C: -1.97055 -4.42776 0.66021
C: -1.07695 -5.39106 -0.12149
C: -1.74265 -4.61066 2.16971
N: -1.64715 -3.08496 0.23081
N: -2.24865 -1.98186 0.77191
H: -3.66675 -5.75016 0.41421
H: -3.65885 -4.37536 -0.68809
H: -4.11125 -4.16376 1.00851
H: -1.15145 -6.39046 0.29791
H: -0.03435 -5.08366 -0.08169
H: -1.37605 -5.43096 -1.16399
H: -2.06235 -5.60546 2.46581
H: -2.31165 -3.88086 2.73741
H: -0.69145 -4.50156 2.41711
H: -0.76095 -2.87816 -0.21199
H: -3.17805 -2.20766 1.11091
H: -2.25985 -1.17466 0.09491

[2]
C30H35Br2Cl5IrN9OS as an isolated structure. Source: OMol25; level of theory: ωB97M-V/def2-TZVPD.

Computed properties:
- Charge: +3
- Multiplicity: 2
- Total energy: -263482.0907 eV
- Expectation value of S²: 0.788
- LUMO level (alpha / beta): -10.45 / -10.46 eV
- Maximum force: 4.68 eV/A

Atoms and positions in Å:
Ir: 0.27574 0.40405 0.06896
Br: -0.09601 4.45308 3.46223
C: -0.73135 2.71450 3.75387
C: -1.39666 2.39250 4.92472
C: -1.87633 1.11027 5.13897
Br: -2.75405 0.73968 6.75059
C: -1.69326 0.08831 4.15736
C: -2.15931 -1.23196 4.28051
C: -1.91682 -2.12897 3.26429
C: -1.20279 -1.71026 2.13978
N: -0.74400 -0.47714 1.99870
C: -0.99747 0.41346 2.97444
C: -0.51023 1.74903 2.72599
O: 0.07645 2.00138 1.63678
H: -1.54021 3.15298 5.68036
H: -2.70079 -1.53524 5.16625
H: -2.27028 -3.14780 3.33187
H: -0.99871 -2.40696 1.33365
N: 3.64729 -0.71353 -1.15771
C: 4.17975 -1.81377 -0.29592
C: 3.28348 -3.03808 -0.41146
C: 1.90658 -2.86467 0.24877
N: 1.01394 -1.92771 -0.48679
C: 2.07387 -2.43805 1.70551
C: 2.94810 -1.20099 1.89419
N: 2.17028 0.02142 1.55169
C: 4.28506 -1.32716 1.14325
H: 3.56741 -1.01152 -2.13235
H: 4.25098 0.11120 -1.12051
H: 2.71442 -0.41633 -0.83636
H: 5.17585 -2.04836 -0.67248
H: 3.78612 -3.86800 0.08643
H: 3.17241 -3.32614 -1.46165
H: 1.44345 -3.85598 0.25778
H: 0.04250 -2.22082 -0.36362
H: 1.15894 -2.02657 -1.48940
H: 2.52119 -3.26635 2.25728
H: 1.09447 -2.24846 2.14755
H: 3.20531 -1.14830 2.95597
H: 2.79083 0.80890 1.37384
H: 1.62658 0.28919 2.36727
H: 4.89405 -2.04734 1.69003
H: 4.82239 -0.37396 1.17025
C: -3.96400 -4.59620 -0.71287
C: -3.24951 -3.66307 -1.70019
C: -2.93783 -2.34265 -1.09492
N: -1.75715 -1.87286 -0.89515
N: -1.73653 -0.62542 -0.34627
C: -2.93636 -0.14111 -0.09690
N: -3.16894 1.03992 0.48890
S: -4.19974 -1.23496 -0.56531
H: -4.23835 -5.51990 -1.21673
H: -4.87598 -4.13991 -0.32764
H: -3.31388 -4.84547 0.12552
H: -3.89196 -3.50702 -2.56972
H: -2.31578 -4.10839 -2.04198
H: -2.39901 1.69113 0.54916
H: -4.10662 1.40611 0.51046
C: -3.23546 2.28112 -4.16014
C: -2.32459 2.49501 -3.00727
C: -1.93456 3.65137 -2.36550
C: -1.08225 3.26381 -1.32044
N: -0.96861 1.93035 -1.31451
N: -1.72683 1.48639 -2.34334
C: -0.41972 4.17335 -0.35136
H: -3.48047 3.23247 -4.62441
H: -4.16893 1.81983 -3.83267
H: -2.78603 1.63332 -4.91347
H: -2.22368 4.65712 -2.61674
H: -1.75133 0.50942 -2.57638
H: -0.04506 5.05844 -0.86356
H: 0.39491 3.67402 0.15682
H: -1.13576 4.51829 0.39590
Cl: 2.83999 2.86164 0.46747
C: 2.52227 2.37804 -1.16757
C: 1.63912 1.33322 -1.42701
C: 1.48904 0.98073 -2.76828
Cl: 0.50906 -0.39890 -3.16761
C: 2.14338 1.62751 -3.81433
Cl: 1.91375 1.13565 -5.43687
C: 3.01446 2.68193 -3.51674
Cl: 3.85501 3.48147 -4.76208
C: 3.21025 3.05330 -2.18183
Cl: 4.30450 4.31143 -1.80527